116
Properties=species:S:1:pos:R:3:forces:R:3:mulliken_charge:R:1 method="wB97M-V/def2-TZVPD" energy_ev=-96431.1408 gap_ev="5.767 / 5.550" s2=0.981 mol_weight_g_mol=808.94 spin_multiplicity=2 homo_energy_ha="-0.488 / -0.496" charge=+2 lumo_ev="-7.499 / -7.942"
V -0.358908 -0.153652 0.053602 0.604 0.931 -1.631 -1.125
C -2.035196 -6.780868 1.910533 0.002 0.004 -0.024 -1.509
C -3.253452 -6.010008 1.380498 0.043 0.007 -0.058 1.775
C -4.192918 -5.657390 2.541806 -0.021 0.017 -0.007 -1.420
C -4.004312 -6.911216 0.398296 0.012 0.019 0.025 -2.240
C -2.767849 -4.717804 0.720369 -0.050 -0.086 -0.069 0.029
C -2.086991 -3.782510 1.472073 0.058 0.156 0.013 -0.688
C -1.655283 -2.600971 0.859072 0.032 0.029 0.091 -0.214
N -0.882617 -1.593141 1.374922 0.134 -0.505 0.409 0.848
C -0.387831 -1.414596 2.620375 -0.135 -0.111 -0.281 0.146
C -0.728806 -2.040191 3.836352 0.020 -0.007 -0.051 -1.219
C -0.037019 -1.704803 4.967741 0.061 -0.022 0.074 -0.300
C 1.039375 -0.774503 4.863016 0.022 0.033 -0.001 0.344
C 1.406627 -0.102897 3.712799 0.200 0.078 0.109 -1.340
C 0.621572 -0.396248 2.598384 -0.451 -0.088 -0.332 0.864
O 0.680814 0.217848 1.420661 0.969 0.097 1.560 0.585
C 2.582564 0.869782 3.634451 -0.094 0.071 -0.009 2.349
C 3.321121 0.963807 4.969441 -0.013 -0.006 0.001 -2.321
C 2.070910 2.272012 3.265091 -0.035 -0.015 0.019 -1.327
C 3.570140 0.368772 2.569325 0.007 -0.014 0.003 -1.477
C -0.440301 -2.312802 6.312438 -0.018 0.049 -0.015 1.820
C 0.534920 -1.948591 7.433376 0.013 -0.030 -0.035 -2.230
C -1.832034 -1.770034 6.675661 0.002 0.034 -0.022 -1.553
C -0.499578 -3.842289 6.193098 0.047 -0.007 -0.015 -1.428
C -1.898012 -2.370919 -0.528963 0.287 0.051 0.548 0.172
O -1.376613 -1.172844 -0.904702 -0.864 -0.922 -0.560 0.410
C -2.523629 -3.309847 -1.323493 -0.126 0.101 -0.273 0.110
C -2.960619 -4.452114 -0.642853 -0.033 -0.029 0.025 -0.634
C -2.785069 -3.215007 -2.831854 -0.020 -0.033 -0.001 2.259
C -2.115377 -2.013537 -3.503816 -0.044 0.014 0.029 -1.771
C -4.300427 -3.109473 -3.056582 0.000 -0.005 -0.015 -1.502
C -2.253180 -4.492886 -3.503912 0.041 0.011 0.065 -1.729
H -2.362017 -7.712220 2.374566 0.011 0.016 0.017 0.466
H -1.481887 -6.209516 2.658858 -0.016 -0.016 0.001 0.264
H -1.350616 -7.030280 1.097463 0.004 -0.007 0.018 0.361
H -4.588835 -6.571607 2.985415 0.018 0.012 0.017 0.466
H -5.036145 -5.056633 2.195727 -0.001 -0.013 0.010 0.364
H -3.679349 -5.102283 3.330043 -0.006 -0.005 -0.015 0.194
H -4.330824 -7.811122 0.919288 -0.008 0.012 -0.005 0.457
H -3.366607 -7.230514 -0.428942 -0.023 0.005 -0.001 0.420
H -4.894802 -6.423936 -0.005047 0.010 -0.014 -0.002 0.403
H -1.868329 -3.980535 2.507817 0.007 -0.022 -0.016 0.360
H -1.555197 -2.728340 3.889552 -0.020 0.025 0.005 1.015
H 1.600239 -0.560513 5.759928 -0.010 -0.033 -0.001 0.818
H 2.681717 1.358859 5.761500 0.015 -0.006 -0.006 0.456
H 4.165540 1.644766 4.861405 -0.010 -0.005 0.003 0.435
H 3.717509 -0.003408 5.285153 -0.003 0.013 0.000 0.439
H 1.376080 2.640288 4.022325 0.012 0.012 -0.006 0.325
H 1.561248 2.282774 2.301055 0.015 0.005 -0.005 -0.031
H 2.911220 2.965869 3.211886 -0.007 -0.005 0.010 0.537
H 3.963548 -0.613606 2.837105 0.006 0.006 -0.008 0.357
H 4.411020 1.059790 2.495970 -0.002 -0.009 0.002 0.489
H 3.104434 0.296512 1.585056 0.009 0.016 0.000 0.113
H 0.558301 -0.873769 7.622883 0.009 -0.009 0.008 0.442
H 1.548862 -2.294693 7.220003 -0.004 0.011 0.014 0.429
H 0.212183 -2.432709 8.354586 0.001 0.014 0.002 0.448
H -1.812420 -0.682889 6.774833 -0.010 -0.013 0.014 0.362
H -2.158469 -2.193271 7.626374 0.000 0.001 -0.010 0.443
H -2.573778 -2.025236 5.916365 0.001 -0.016 0.026 0.311
H 0.454514 -4.248162 5.851021 -0.012 -0.006 0.010 0.357
H -1.281949 -4.172188 5.506574 0.013 0.003 0.007 0.227
H -0.718723 -4.275184 7.169409 -0.025 -0.004 -0.017 0.492
H -3.479430 -5.196638 -1.228709 0.006 0.009 0.009 0.501
H -2.560711 -1.072716 -3.182851 0.030 0.021 0.026 0.138
H -2.255591 -2.096454 -4.582285 -0.016 0.010 0.007 0.606
H -1.043637 -1.979080 -3.308843 0.016 -0.009 -0.035 -0.084
H -4.678191 -2.148714 -2.701211 -0.012 -0.016 0.019 0.203
H -4.843498 -3.902632 -2.540948 -0.003 -0.009 -0.038 0.318
H -4.521349 -3.189719 -4.122408 -0.001 0.024 0.010 0.459
H -1.206237 -4.666869 -3.244949 -0.003 0.005 -0.027 0.373
H -2.320904 -4.388531 -4.586906 -0.033 -0.021 0.006 0.480
H -2.823257 -5.378773 -3.223455 0.017 0.003 -0.008 0.368
O -2.129073 0.670641 2.378884 0.005 -0.093 0.029 -0.631
C -1.705102 1.104821 1.358626 -0.082 0.319 -0.059 1.401
C -1.840007 2.546260 0.982713 -0.001 -0.097 -0.008 0.095
C -2.367592 3.434525 1.922699 0.000 -0.019 0.053 -0.813
C -2.530020 4.762345 1.581409 0.029 0.025 -0.036 -0.720
C -2.165942 5.209508 0.311259 -0.011 0.015 0.037 -0.792
C -1.640770 4.330307 -0.620138 0.018 -0.031 0.005 -0.644
C -1.476940 2.991172 -0.280595 0.080 -0.081 0.027 0.091
P -0.971636 1.718422 -1.471627 -0.222 0.787 0.429 1.876
C -2.512023 1.559642 -2.408300 0.133 -0.271 -0.254 1.181
C -3.584214 0.995498 -1.713077 -0.018 -0.025 -0.010 -0.273
C -4.812842 0.844175 -2.330327 -0.004 0.019 0.010 -0.825
C -4.976338 1.229697 -3.655837 0.000 -0.004 -0.001 -0.705
C -3.920892 1.807204 -4.342729 0.008 0.012 -0.009 -0.905
C -2.691024 1.983722 -3.720999 -0.030 0.016 0.019 -0.793
C 0.401125 2.493487 -2.359321 -0.013 -0.099 -0.103 0.553
C 1.335021 3.164461 -1.560117 0.007 0.039 -0.031 -0.870
C 2.448992 3.756523 -2.134164 0.014 -0.042 -0.013 -0.637
C 2.641029 3.686218 -3.509612 0.008 0.011 0.023 -0.709
C 1.739848 2.990068 -4.299111 -0.011 -0.041 -0.006 -0.885
C 0.631245 2.376972 -3.726983 0.073 -0.088 0.017 -0.633
H -2.637396 3.070145 2.904755 -0.029 0.000 -0.012 0.598
H -2.942177 5.457144 2.300542 0.010 0.005 -0.004 0.459
H -2.300608 6.250594 0.048685 0.004 -0.006 0.007 0.495
H -1.365670 4.681578 -1.607105 -0.008 0.003 0.001 0.554
H -3.468618 0.678875 -0.683015 0.002 -0.015 0.002 0.215
H -5.645732 0.433766 -1.774328 0.015 -0.037 -0.022 0.511
H -5.929492 1.087894 -4.147820 -0.002 0.033 0.016 0.443
H -4.051843 2.132446 -5.366138 0.001 0.001 0.007 0.487
H -1.896382 2.471403 -4.263250 -0.002 0.009 -0.014 0.529
H 1.184421 3.240233 -0.487844 -0.027 0.066 -0.003 0.454
H 3.162615 4.280050 -1.511672 -0.021 0.015 -0.001 0.492
H 3.496011 4.170973 -3.961834 0.000 -0.021 0.007 0.432
H 1.897626 2.917550 -5.367039 0.002 -0.007 0.011 0.472
H -0.028767 1.793410 -4.352316 -0.006 0.018 -0.017 0.472
C 1.582656 -2.405108 -1.708523 -0.064 0.083 -0.016 -0.640
C 2.403483 -1.143686 -1.613712 0.091 -0.221 0.096 -0.501
O 1.553657 -0.056305 -1.147765 -0.498 -0.233 0.194 -0.530
H 2.238919 -3.269679 -1.797571 0.006 0.016 -0.022 0.556
H 0.921850 -2.384471 -2.573387 -0.039 -0.010 0.034 0.076
H 0.978335 -2.537853 -0.806365 0.070 -0.096 0.031 -0.086
H 2.807457 -0.862050 -2.585188 0.001 0.058 -0.003 0.456
H 3.228730 -1.273964 -0.912949 -0.025 0.098 0.071 0.352
H 2.077699 0.752588 -1.072726 -0.092 0.081 -0.097 0.072